Record 1
{
  "formula": "C38H53CdN4OP2",
  "method": "the ωB97M-V functional and the def2-TZVPD basis",
  "relative_energy_ev": 0.0000,
  "lumo_ev": -2.22,
  "charge": 1,
  "species": ["C", "C", "C", "C", "C", "H", "H", "H", "N", "P", "P", "C", "H", "H", "C", "H", "C", "C", "C", "C", "C", "H", "H", "H", "C", "H", "H", "H", "C", "H", "H", "H", "C", "H", "H", "H", "C", "H", "H", "H", "C", "H", "H", "H", "C", "H", "H", "H", "C", "H", "H", "H", "C", "H", "H", "H", "C", "H", "H", "H", "C", "H", "H", "H", "C", "H", "H", "H", "Cd", "C", "O", "N", "C", "C", "C", "C", "C", "H", "C", "H", "C", "H", "H", "H", "N", "C", "N", "C", "C", "C", "C", "C", "C", "H", "H", "H", "H", "H", "H"],
  "coordinates": [[2.14, -2.11, -1.16], [1.80, 0.04, -2.01], [3.09, -2.41, -2.15], [2.64, -0.24, -3.10], [3.32, -1.46, -3.15], [3.59, -3.37, -2.12], [2.76, 0.51, -3.89], [4.02, -1.67, -3.96], [1.60, -0.89, -1.06], [0.03, -2.85, 0.57], [1.01, 2.18, -0.30], [1.70, -3.18, -0.16], [1.70, -4.17, -0.65], [2.43, -3.24, 0.66], [1.01, 1.30, -1.93], [1.20, 1.99, -2.75], [-0.23, 3.64, -0.54], [2.77, 2.86, -0.15], [-1.15, -3.61, -0.70], [0.06, -3.75, 2.24], [-1.57, 3.22, 0.08], [-1.45, 2.89, 1.12], [-2.25, 4.09, 0.07], [-2.06, 2.41, -0.47], [0.25, 4.89, 0.21], [0.43, 4.69, 1.27], [1.15, 5.33, -0.23], [-0.55, 5.65, 0.15], [-0.44, 3.98, -2.02], [-1.18, 4.79, -2.07], [0.47, 4.35, -2.51], [-0.83, 3.13, -2.59], [2.91, 3.40, 1.29], [2.35, 2.79, 2.02], [3.97, 3.36, 1.58], [2.57, 4.44, 1.38], [3.79, 1.73, -0.36], [3.61, 0.89, 0.32], [3.79, 1.37, -1.39], [4.79, 2.14, -0.15], [3.04, 3.95, -1.21], [2.31, 3.97, -2.03], [3.09, 4.95, -0.76], [4.02, 3.77, -1.68], [-1.33, -3.65, 2.88], [-1.26, -4.03, 3.91], [-1.69, -2.62, 2.93], [-2.08, -4.27, 2.36], [1.08, -3.05, 3.16], [2.11, -3.16, 2.80], [0.86, -1.98, 3.30], [1.02, -3.53, 4.15], [0.48, -5.22, 2.09], [0.69, -5.61, 3.10], [-0.31, -5.85, 1.67], [1.40, -5.34, 1.49], [-0.92, -2.96, -2.08], [-1.58, -3.46, -2.81], [-1.17, -1.90, -2.06], [0.12, -3.07, -2.43], [-2.60, -3.31, -0.29], [-2.78, -2.23, -0.24], [-3.27, -3.73, -1.05], [-2.87, -3.76, 0.68], [-0.93, -5.12, -0.84], [0.11, -5.38, -1.08], [-1.25, -5.68, 0.04], [-1.55, -5.47, -1.68], [-0.19, -0.25, 0.77], [1.76, 0.01, 1.92], [2.78, -0.13, 2.42], [-1.33, 0.25, -1.04], [-0.81, 0.69, -2.06], [-1.34, 0.77, -3.45], [-2.72, 0.59, -3.56], [-0.58, 0.99, -4.61], [-3.38, 0.73, -4.78], [-3.27, 0.36, -2.64], [-1.23, 1.11, -5.85], [0.51, 1.04, -4.55], [-2.62, 1.00, -5.93], [-4.47, 0.62, -4.81], [-0.65, 1.30, -6.75], [-3.13, 1.12, -6.89], [-3.58, 0.52, 3.49], [-2.95, 0.09, 2.38], [-1.63, 0.25, 2.50], [-1.39, 0.82, 3.76], [-0.22, 1.34, 4.32], [-0.34, 2.06, 5.52], [-1.59, 2.23, 6.14], [-2.76, 1.69, 5.58], [-2.62, 0.99, 4.40], [-4.58, 0.51, 3.65], [-3.48, -0.29, 1.51], [0.72, 1.18, 3.79], [0.55, 2.49, 5.98], [-1.64, 2.80, 7.07], [-3.75, 1.80, 6.02]]
}



Record 2
{
  "formula": "C38H53ClNOSi",
  "method": "the ωB97M-V functional and the def2-TZVPD basis",
  "lumo_ev": -4.02,
  "charge": 1,
  "species": ["C", "C", "C", "C", "C", "C", "C", "C", "C", "C", "C", "O", "C", "C", "C", "C", "C", "C", "C", "C", "C", "Cl", "N", "C", "C", "C", "C", "C", "C", "C", "C", "C", "Si", "C", "C", "C", "C", "C", "C", "C", "C", "C", "H", "H", "H", "H", "H", "H", "H", "H", "H", "H", "H", "H", "H", "H", "H", "H", "H", "H", "H", "H", "H", "H", "H", "H", "H", "H", "H", "H", "H", "H", "H", "H", "H", "H", "H", "H", "H", "H", "H", "H", "H", "H", "H", "H", "H", "H", "H", "H", "H", "H", "H", "H", "H"],
  "coordinates": [[-0.57, 7.52, -1.32], [-1.82, 6.61, -0.74], [-3.37, 6.63, -1.33], [-4.53, 5.65, -0.64], [-4.11, 4.62, 0.62], [-2.56, 4.56, 1.23], [-2.09, 3.55, 2.44], [-2.04, 1.94, 1.97], [-3.54, 1.46, 2.41], [-4.18, 0.25, 1.50], [-5.44, -0.44, 2.35], [-4.61, 0.76, 0.19], [-4.87, -0.34, -0.77], [-3.45, -0.93, -1.35], [-2.89, -2.36, -0.76], [-1.45, -2.98, -1.27], [-0.55, -2.13, -2.39], [-1.11, -0.68, -2.99], [-2.57, -0.06, -2.47], [-1.55, 1.84, 0.42], [0.09, 1.82, 0.44], [1.07, 3.33, 0.07], [0.30, 1.06, 1.75], [-0.77, 1.05, 2.60], [-0.68, 0.21, 4.01], [0.84, -0.35, 4.37], [1.29, -1.65, 3.43], [2.31, -2.70, 4.24], [3.35, -3.30, 3.09], [2.60, -4.12, 1.89], [3.55, -4.30, 0.52], [2.98, -3.28, -0.64], [3.95, -3.37, -2.32], [3.34, -4.80, -3.49], [5.84, -3.65, -2.05], [3.67, -1.67, -3.26], [4.69, -0.37, -3.00], [4.35, 1.04, -3.79], [3.09, 1.26, -4.83], [2.11, -0.03, -5.13], [2.44, -1.43, -4.34], [-1.49, 5.60, 0.51], [-0.90, 8.58, -1.72], [0.30, 7.54, -0.54], [-0.14, 6.92, -2.26], [-3.64, 7.34, -2.25], [-5.64, 5.69, -1.06], [-4.98, 3.96, 1.05], [-1.06, 3.84, 2.91], [-2.90, 3.70, 3.31], [-3.49, 1.09, 3.53], [-4.34, 2.34, 2.39], [-3.36, -0.61, 1.43], [-6.41, 0.22, 2.35], [-5.14, -0.74, 3.45], [-5.76, -1.47, 1.82], [-5.49, -1.23, -0.33], [-5.42, 0.17, -1.69], [-3.56, -2.90, 0.06], [-0.99, -3.98, -0.86], [0.48, -2.59, -2.70], [-0.40, -0.12, -3.76], [-2.94, 0.99, -2.89], [-2.13, 2.37, -0.44], [-1.77, 0.69, 0.17], [0.33, 1.10, -0.48], [1.26, 0.64, 1.80], [-1.34, -0.78, 3.86], [-1.17, 0.77, 4.94], [1.64, 0.50, 4.11], [0.85, -0.63, 5.52], [1.91, -1.32, 2.47], [0.36, -2.24, 3.00], [1.73, -3.54, 4.81], [2.95, -2.02, 4.98], [4.14, -4.02, 3.61], [3.98, -2.44, 2.58], [1.60, -3.66, 1.51], [2.37, -5.22, 2.24], [3.38, -5.40, 0.11], [4.69, -4.19, 0.74], [1.87, -3.59, -0.89], [3.07, -2.19, -0.21], [3.98, -4.91, -4.47], [3.34, -5.84, -2.94], [2.23, -4.57, -3.83], [6.25, -4.63, -2.55], [6.47, -2.74, -2.47], [6.14, -3.72, -0.90], [5.60, -0.48, -2.26], [5.04, 1.96, -3.58], [2.84, 2.29, -5.37], [1.19, -0.01, -5.86], [1.74, -2.35, -4.56], [-0.40, 5.60, 0.94]]
}



Record 3
{
  "formula": "C38H53MgN4OP2S",
  "method": "the ωB97M-V functional and the def2-TZVPD basis",
  "relative_energy_ev": 1.9269,
  "lumo_ev": -2.82,
  "charge": 1,
  "species": ["C", "C", "C", "C", "C", "H", "H", "H", "N", "P", "P", "C", "H", "H", "C", "H", "C", "C", "C", "C", "C", "H", "H", "H", "C", "H", "H", "H", "C", "H", "H", "H", "C", "H", "H", "H", "C", "H", "H", "H", "C", "H", "H", "H", "C", "H", "H", "H", "C", "H", "H", "H", "C", "H", "H", "H", "C", "H", "H", "H", "C", "H", "H", "H", "C", "H", "H", "H", "Mg", "C", "O", "N", "C", "C", "C", "C", "C", "H", "C", "H", "C", "H", "H", "H", "N", "C", "N", "C", "C", "C", "C", "C", "C", "S", "H", "H", "H", "H", "H", "H"],
  "coordinates": [[0.08, 2.44, -1.62], [-1.90, 2.22, -0.37], [-0.49, 3.44, -2.41], [-2.43, 3.36, -1.03], [-1.74, 3.94, -2.07], [0.11, 3.84, -3.23], [-3.44, 3.67, -0.74], [-2.16, 4.79, -2.61], [-0.58, 1.88, -0.59], [2.39, 1.77, -0.25], [-2.57, -0.16, 1.14], [1.47, 1.91, -1.89], [1.40, 0.91, -2.36], [2.01, 2.54, -2.61], [-2.77, 1.45, 0.44], [-3.79, 1.86, 0.48], [-3.84, -1.16, 0.04], [-3.16, 0.08, 2.97], [3.67, 0.46, -0.63], [3.02, 3.51, -0.05], [-3.33, -2.61, 0.07], [-3.33, -3.04, 1.08], [-3.98, -3.23, -0.56], [-2.31, -2.69, -0.33], [-5.25, -0.99, 0.59], [-5.41, -1.40, 1.59], [-5.56, 0.06, 0.57], [-5.95, -1.51, -0.09], [-3.90, -0.61, -1.38], [-4.51, -1.29, -2.00], [-4.35, 0.38, -1.44], [-2.93, -0.54, -1.87], [-3.28, -1.32, 3.60], [-2.33, -1.87, 3.54], [-3.55, -1.22, 4.66], [-4.06, -1.93, 3.12], [-2.10, 0.89, 3.74], [-1.15, 0.35, 3.80], [-1.91, 1.87, 3.27], [-2.45, 1.06, 4.77], [-4.45, 0.89, 3.12], [-5.31, 0.44, 2.62], [-4.69, 0.93, 4.20], [-4.31, 1.91, 2.77], [4.04, 3.44, 1.10], [4.32, 4.47, 1.35], [3.60, 2.98, 1.99], [4.95, 2.90, 0.81], [1.83, 4.41, 0.31], [1.16, 4.56, -0.56], [1.25, 4.02, 1.15], [2.24, 5.40, 0.60], [3.68, 4.14, -1.29], [4.00, 5.16, -1.00], [4.58, 3.61, -1.63], [2.98, 4.25, -2.13], [3.09, -0.77, -1.37], [2.75, -0.52, -2.39], [3.88, -1.54, -1.48], [2.26, -1.24, -0.82], [4.24, -0.05, 0.71], [3.45, -0.50, 1.33], [4.99, -0.82, 0.50], [4.73, 0.75, 1.28], [4.80, 1.03, -1.51], [4.41, 1.42, -2.46], [5.37, 1.82, -1.01], [5.51, 0.22, -1.76], [0.04, 0.15, 0.76], [1.50, 1.56, 1.51], [1.67, 2.08, 2.62], [-0.48, -0.89, -0.88], [-0.87, -1.06, -1.97], [-0.94, -1.78, -3.20], [-0.10, -2.90, -3.33], [-1.78, -1.40, -4.26], [-0.14, -3.67, -4.48], [0.58, -3.15, -2.51], [-1.81, -2.19, -5.41], [-2.38, -0.48, -4.17], [-1.01, -3.33, -5.52], [0.51, -4.53, -4.56], [-2.46, -1.91, -6.23], [-1.05, -3.93, -6.43], [0.81, -0.23, 4.17], [1.21, -1.28, 3.38], [0.89, -1.48, 2.10], [1.30, -2.77, 1.68], [1.04, -3.38, 0.45], [1.61, -4.63, 0.16], [2.35, -5.31, 1.14], [2.58, -4.72, 2.40], [2.04, -3.46, 2.66], [2.15, -2.55, 4.15], [0.95, -0.41, 5.16], [1.05, 0.71, 3.84], [0.37, -2.88, -0.26], [1.45, -5.07, -0.82], [2.74, -6.30, 0.92], [3.16, -5.21, 3.17]]
}



Record 4
{
  "formula": "C38H54ClNOP4Pd",
  "method": "the ωB97M-V functional and the def2-TZVPD basis",
  "multiplicity": 5,
  "relative_energy_ev": 0.0000,
  "lumo_ev": [-4.68, -7.15],
  "charge": 2,
  "species": ["P", "C", "C", "H", "C", "H", "C", "H", "C", "H", "C", "H", "C", "C", "H", "C", "H", "C", "H", "C", "H", "C", "H", "C", "C", "H", "C", "H", "C", "H", "C", "H", "C", "H", "Pd", "C", "C", "H", "C", "O", "H", "C", "H", "C", "Cl", "P", "P", "C", "H", "H", "H", "C", "H", "H", "H", "C", "H", "H", "H", "C", "H", "H", "H", "C", "H", "H", "H", "C", "H", "H", "H", "P", "C", "C", "H", "H", "H", "H", "H", "H", "C", "H", "H", "H", "H", "C", "C", "C", "C", "C", "C", "N", "H", "H", "H", "H", "H", "H", "H", "H"],
  "coordinates": [[1.32, 1.05, -2.92], [3.05, 1.48, -3.04], [3.84, 0.91, -4.06], [3.42, 0.15, -4.71], [5.16, 1.33, -4.22], [5.77, 0.89, -5.01], [5.69, 2.31, -3.37], [6.72, 2.65, -3.51], [4.91, 2.86, -2.35], [5.32, 3.63, -1.69], [3.59, 2.44, -2.17], [2.98, 2.85, -1.37], [1.00, -0.55, -3.63], [1.76, -1.66, -3.20], [2.63, -1.50, -2.56], [1.39, -2.94, -3.58], [1.95, -3.80, -3.21], [0.31, -3.13, -4.46], [0.03, -4.14, -4.77], [-0.39, -2.03, -4.95], [-1.21, -2.17, -5.67], [-0.05, -0.74, -4.55], [-0.58, 0.13, -4.96], [0.28, 2.33, -3.61], [0.66, 2.93, -4.82], [1.57, 2.60, -5.33], [-0.13, 3.95, -5.37], [0.16, 4.40, -6.32], [-1.27, 4.39, -4.70], [-1.88, 5.19, -5.12], [-1.64, 3.80, -3.48], [-2.53, 4.15, -2.94], [-0.88, 2.77, -2.95], [-1.16, 2.31, -2.00], [0.12, 0.13, 1.29], [-1.52, -1.26, 1.15], [-1.93, -1.56, -0.08], [-1.98, -1.71, 2.05], [-1.19, -0.85, -1.23], [-2.18, -0.05, -1.94], [-1.76, 0.42, -2.68], [-0.14, 0.00, -0.67], [-0.72, -1.58, -1.91], [0.84, 0.81, -0.91], [2.06, 1.57, 2.04], [-1.18, 1.95, 2.07], [1.57, -1.64, 1.85], [-0.64, 2.92, 3.51], [0.40, 3.22, 3.35], [-0.70, 2.27, 4.39], [-1.29, 3.80, 3.63], [-1.32, 3.16, 0.73], [-1.96, 2.75, -0.06], [-0.32, 3.36, 0.32], [-1.76, 4.10, 1.11], [-2.90, 1.51, 2.45], [-2.98, 1.16, 3.49], [-3.22, 0.71, 1.78], [-3.54, 2.39, 2.31], [2.21, -1.79, 3.55], [1.37, -1.71, 4.25], [2.92, -0.98, 3.74], [2.70, -2.77, 3.67], [0.94, -3.31, 1.50], [0.63, -3.38, 0.45], [0.07, -3.51, 2.14], [1.72, -4.06, 1.70], [3.03, -1.49, 0.78], [3.43, -0.47, 0.92], [2.73, -1.63, -0.26], [3.78, -2.24, 1.07], [-3.33, -2.64, -0.52], [-3.82, -3.59, 0.91], [-2.75, -3.72, -1.83], [-4.06, -2.92, 1.74], [-3.02, -4.28, 1.20], [-4.71, -4.17, 0.63], [-2.34, -3.13, -2.67], [-3.59, -4.32, -2.19], [-1.96, -4.38, -1.45], [-4.66, -1.60, -1.11], [-5.06, -1.01, -0.27], [-5.45, -2.24, -1.52], [-4.26, -0.92, -1.87], [1.47, 1.39, -0.25], [1.97, 1.37, 5.62], [0.81, 0.53, 5.92], [0.51, -0.07, 7.19], [-0.67, -0.81, 7.01], [-1.05, -0.63, 5.64], [-2.20, -1.26, 4.99], [-0.15, 0.18, 5.01], [2.56, 0.96, 4.79], [2.61, 1.44, 6.51], [1.67, 2.38, 5.32], [1.12, 0.07, 8.08], [-1.23, -1.41, 7.72], [-2.05, -2.35, 4.89], [-3.11, -1.11, 5.59], [-2.37, -0.84, 3.99]]
}